(1)
A structure of composition C37H31F4N10S2Sn, computed with wB97M-V/def2-TZVPD.

## Properties
Kohn-Sham gap (spin up / spin down) in Eh: 0.234 / 0.181
Energy relative to the best compared isomer or geometry (same formula, charge and spin) in kJ/mol: 5.6
Molar mass in g/mol: 874.562
E_LUMO (spin up / spin down) in eV: 1.349 / 0.030
Electronic energy in eV: -92144.33142

Structure (ORCA input):
```
! RIJCOSX wB97M-V def2-TZVPD def2/J DEFGRID3
* xyz -1 1
Sn 0.048 0.130 0.750
C -4.395 -2.316 3.325
S -4.116 -2.488 1.553
C -2.384 -2.114 1.380
S -1.613 -1.029 2.485
N -1.884 -2.651 0.322
N -0.584 -2.255 0.048
C 0.140 -3.201 -0.389
C 1.556 -3.035 -0.763
C 2.307 -4.170 -1.051
C 3.649 -4.021 -1.357
C 4.190 -2.747 -1.364
C 3.358 -1.674 -1.066
N 2.070 -1.805 -0.777
H -5.464 -2.155 3.457
H -4.091 -3.214 3.859
H -3.856 -1.451 3.704
H -0.290 -4.198 -0.485
H 1.842 -5.147 -1.020
H 4.263 -4.886 -1.575
H 5.233 -2.579 -1.597
H 3.742 -0.660 -1.046
C -2.689 -1.126 -2.795
C -2.123 0.234 -3.217
C -0.595 0.198 -3.295
C -2.666 1.356 -2.357
C -3.434 2.332 -2.959
C -3.997 3.374 -2.228
C -3.818 3.432 -0.848
C -3.050 2.497 -0.186
C -2.965 2.501 1.318
C -2.990 3.896 1.939
C -4.098 1.638 1.887
C -2.398 1.435 -0.936
N -1.598 0.564 -0.361
H -2.331 -1.911 -3.467
H -3.780 -1.123 -2.824
H -2.373 -1.370 -1.781
H -2.482 0.447 -4.230
H -0.165 -0.133 -2.351
H -0.190 1.185 -3.528
H -0.281 -0.497 -4.080
H -3.592 2.289 -4.032
H -4.582 4.133 -2.733
H -4.300 4.224 -0.287
H -2.023 2.025 1.595
H -3.978 4.357 1.863
H -2.269 4.565 1.464
H -2.741 3.830 3.000
H -5.066 2.045 1.582
H -4.055 1.620 2.979
H -4.021 0.611 1.531
N 3.360 4.664 -4.067
C 3.048 3.658 -3.184
C 2.834 2.345 -3.613
C 2.515 1.378 -2.680
N 2.385 1.609 -1.372
C 2.629 2.856 -0.970
C 2.968 3.898 -1.811
H 3.131 4.511 -5.034
H 3.217 5.609 -3.753
H 2.893 2.092 -4.665
H 2.319 0.360 -3.003
H 2.552 3.031 0.101
H 3.138 4.891 -1.411
F 1.365 7.462 1.547
C 0.931 6.630 0.596
C 0.859 7.107 -0.676
F 1.223 8.377 -0.883
C 0.436 6.324 -1.785
C 0.033 5.013 -1.422
C 0.111 4.540 -0.152
F -0.239 3.268 0.051
C 0.600 5.293 0.946
C 0.786 4.752 2.234
C 0.588 3.371 2.525
N 0.463 2.250 2.770
C 1.268 5.503 3.345
N 1.662 6.047 4.282
F -0.385 4.177 -2.371
C 0.457 6.783 -3.115
C 0.023 6.001 -4.227
N -0.302 5.436 -5.178
C 0.970 8.057 -3.498
N 1.391 9.059 -3.885
*
```

Listed below, in e, are the Mulliken charges computed for each atom: 0.335, -0.771, -0.078, 0.313, -0.463, -1.023, 0.934, -0.946, 0.942, -0.968, -0.297, -0.874, -0.265, 0.266, 0.344, 0.281, 0.229, 0.291, 0.393, 0.405, 0.398, 0.520, -1.647, 0.407, -1.048, 0.914, -0.975, -1.393, -0.467, 0.197, 1.953, -1.861, -1.405, 0.630, 0.161, 0.426, 0.380, 0.317, 0.619, -0.151, 0.311, 0.517, 0.355, 0.383, 0.339, -0.684, 0.445, 0.306, 0.421, 0.292, 0.392, 0.197, -0.541, 0.756, -1.075, -0.418, 0.029, -0.761, -0.338, 0.256, 0.215, 0.297, 0.540, 0.585, 0.493, -0.399, 0.058, 0.089, -0.385, 0.360, 0.331, 0.449, -0.070, 0.668, 0.604, -0.119, -0.704, -0.427, -0.646, -0.313, 0.649, 0.124, -0.752, -0.194, -0.658

(2)
The molecule CH2Cl3OP in a non-equilibrium geometry, computed with wB97M-V/def2-TZVPD.

## Properties
Kohn-Sham gap in Eh: 0.362
Energy relative to the best compared isomer or geometry (same formula, charge and spin) in kJ/mol: 263.7
Molar mass in g/mol: 167.359
SMILES: OPC(Cl)(Cl)Cl
E_LUMO in eV: 0.304
Electronic energy in eV: -49972.27859

Structure (ORCA input):
```
! RIJCOSX wB97M-V def2-TZVPD def2/J DEFGRID3
* xyz 0 1
C 2.273 -0.017 -0.050
O -0.428 0.517 0.113
P 0.474 -0.605 0.574
Cl 2.834 1.164 1.273
Cl 2.339 0.890 -1.620
Cl 3.223 -1.437 -0.138
H -0.324 1.357 0.696
H 0.434 -1.505 -0.567
*
```

Listed below, in e, are the natural (NBO) charges computed for each atom: -0.427, -1.001, 0.978, -0.057, -0.004, 0.060, 0.527, -0.075

(3)
A structure of composition C7H12N2 in a non-equilibrium geometry, computed with wB97M-V/def2-TZVPD.

## Properties
Kohn-Sham gap in Eh: 0.339
Energy relative to the best compared isomer or geometry (same formula, charge and spin) in kJ/mol: 773.3
Molar mass in g/mol: 124.187
E_LUMO in eV: 1.042
Electronic energy in eV: -10425.46231

Structure (ORCA input):
```
! RIJCOSX wB97M-V def2-TZVPD def2/J DEFGRID3
* xyz 0 1
C -0.963 1.912 0.058
C -0.429 0.522 -0.414
C -1.845 -0.952 0.593
C -0.261 -0.859 0.351
C 1.661 -0.786 -0.740
C 1.111 0.681 -0.710
C 1.483 0.544 0.814
H -1.411 1.678 1.017
H -0.167 2.563 0.206
H -1.632 2.443 -0.387
H -1.581 -1.304 -1.361
H -2.426 -1.807 0.720
H -1.978 -0.196 1.450
H -0.130 -1.650 -0.380
H 1.098 -1.487 -1.323
H 2.782 -1.041 -0.686
H 1.805 1.490 -1.308
H 1.103 1.017 1.691
H 2.603 0.792 0.966
N -1.787 -0.361 -0.794
N 1.129 -0.906 0.748
*
```

Listed below, in e, are the natural (NBO) charges computed for each atom: -0.607, 0.098, -0.228, -0.068, -0.240, -0.262, -0.249, 0.203, 0.204, 0.218, 0.347, 0.209, 0.188, 0.146, 0.184, 0.224, 0.239, 0.206, 0.200, -0.600, -0.414

(4)
A structure of composition C2H4O3Pt in a non-equilibrium geometry, computed with wB97M-V/def2-TZVPD.

## Properties
Kohn-Sham gap (spin up / spin down) in Eh: 0.236 / 0.231
Molar mass in g/mol: 271.129
E_LUMO (spin up / spin down) in eV: -0.644 / -0.700
Electronic energy in eV: -11518.37211

Structure (ORCA input):
```
! RIJCOSX wB97M-V def2-TZVPD def2/J DEFGRID3
* xyz 0 3
O -0.576 -1.199 -0.968
C 0.181 -0.681 -1.859
C 0.688 0.709 -1.464
O 0.389 1.172 -0.191
H -0.861 -1.442 2.608
H 0.297 1.380 -2.264
H 1.785 0.663 -1.656
Pt -0.515 -0.109 0.533
O -0.741 -0.547 2.257
H -0.646 0.054 3.005
*
```

Listed below, in e, are the natural (NBO) charges computed for each atom: -0.660, 0.225, -0.286, -0.699, 0.518, 0.215, 0.198, 0.878, -0.915, 0.527

(5)
A structure of composition C26H45CeN7OPS2, computed with wB97M-V/def2-TZVPD.

## Properties
Kohn-Sham gap (spin up / spin down) in Eh: 0.256 / 0.256
Energy relative to the best compared isomer or geometry (same formula, charge and spin) in kJ/mol: 461.6
Molar mass in g/mol: 706.918
E_LUMO (spin up / spin down) in eV: -4.855 / -4.848
Electronic energy in eV: -84045.31667

Structure (ORCA input):
```
! RIJCOSX wB97M-V def2-TZVPD def2/J DEFGRID3
* xyz 2 2
Ce -0.048 0.251 0.400
C 1.469 -0.782 -5.478
C 0.282 0.119 -5.187
N 0.470 0.978 -4.027
C 0.359 0.521 -2.746
S 0.820 1.795 -1.586
N -0.079 -0.692 -2.619
N -0.318 -1.351 -1.382
C -0.748 -2.591 -1.555
C -1.009 -3.083 -2.974
C -1.031 -3.606 -0.575
C -1.641 -4.838 -0.960
C -2.150 -5.769 -0.101
C -2.400 -5.350 1.246
C -1.743 -4.294 1.731
N -0.600 -3.854 0.885
H 1.307 -1.349 -6.394
H 1.626 -1.494 -4.667
H 2.383 -0.202 -5.607
H -0.618 -0.469 -5.011
H 0.062 0.772 -6.032
H 1.025 1.811 -4.130
H -0.606 -2.380 -3.686
H -2.080 -3.178 -3.155
H -0.549 -4.053 -3.137
H -1.753 -5.036 -2.012
H -2.581 -6.679 -0.483
H -3.176 -5.811 1.842
H -1.899 -3.795 2.665
N -2.701 -0.207 0.471
C -2.938 -1.263 1.482
C -2.185 -0.983 2.772
N -0.704 -0.985 2.630
C -0.009 -2.252 2.900
C 0.435 -3.086 1.700
N 1.219 -2.261 0.807
H -2.958 -0.562 -0.447
H -3.312 0.587 0.645
H -3.998 -1.363 1.732
H -2.634 -2.211 1.042
H -2.466 0.009 3.133
H -2.493 -1.695 3.545
H -0.339 -0.320 3.306
H 0.940 -1.998 3.381
H -0.544 -2.859 3.632
H 1.010 -3.906 2.151
H -0.114 -4.749 0.726
H 2.079 -2.012 1.287
H 1.477 -2.749 -0.046
O 2.213 0.504 1.166
S 3.556 0.111 0.489
C 4.793 0.302 1.778
C 5.226 1.762 1.756
C 5.388 2.089 0.277
C 4.133 1.571 -0.427
H 5.613 -0.368 1.507
H 4.335 -0.059 2.698
H 6.145 1.904 2.323
H 4.457 2.387 2.213
H 6.276 1.600 -0.127
H 5.497 3.157 0.091
H 4.257 1.293 -1.470
H 3.286 2.256 -0.363
C -0.073 3.661 3.018
P -1.188 2.737 1.918
C -2.809 2.914 2.738
C -1.369 3.791 0.453
C -2.404 3.523 -0.444
C -2.531 4.244 -1.619
C -1.614 5.244 -1.915
C -0.583 5.521 -1.032
C -0.458 4.799 0.147
H 0.958 3.621 2.667
H -0.102 3.206 4.010
H -0.380 4.704 3.103
H -3.059 3.972 2.828
H -2.786 2.466 3.733
H -3.600 2.429 2.166
H -3.140 2.752 -0.232
H -3.342 4.033 -2.301
H -1.709 5.811 -2.830
H 0.123 6.309 -1.255
H 0.354 5.033 0.822
*
```

Listed below, in e, are the Mulliken charges computed for each atom: 0.365, -1.044, -0.426, -0.249, 0.702, -0.507, -0.633, 0.397, 1.188, -1.749, 0.583, -1.137, -1.152, -0.152, -0.822, 0.381, 0.345, 0.228, 0.340, 0.248, 0.419, 0.250, 0.083, 0.402, 0.507, 0.459, 0.393, 0.453, 0.341, -0.353, -0.532, -0.573, -0.133, -1.706, 0.027, -0.413, 0.228, 0.235, 0.495, 0.080, 0.208, 0.515, 0.409, 0.692, 0.457, 0.217, 0.627, 0.402, 0.218, -0.384, 0.408, -0.830, -0.486, -0.750, -0.257, 0.497, 0.338, 0.400, 0.216, 0.328, 0.352, 0.509, -0.010, -1.579, 1.389, -1.415, 0.548, -0.473, -0.830, -0.575, -0.697, -0.438, 0.384, 0.450, 0.445, 0.452, 0.468, 0.389, 0.152, 0.456, 0.443, 0.427, 0.363

Question: The lowest electronic energy belongs to which entry?
Answer: C37H31F4N10S2Sn

Question: Which of these has the lowest electronic energy?
Answer: C37H31F4N10S2Sn

Please write out number 2 again, unchanged.
The molecule CH2Cl3OP in a non-equilibrium geometry, computed with wB97M-V/def2-TZVPD.

## Properties
Kohn-Sham gap in Eh: 0.362
Energy relative to the best compared isomer or geometry (same formula, charge and spin) in kJ/mol: 263.7
Molar mass in g/mol: 167.359
SMILES: OPC(Cl)(Cl)Cl
E_LUMO in eV: 0.304
Electronic energy in eV: -49972.27859

Structure (ORCA input):
```
! RIJCOSX wB97M-V def2-TZVPD def2/J DEFGRID3
* xyz 0 1
C 2.273 -0.017 -0.050
O -0.428 0.517 0.113
P 0.474 -0.605 0.574
Cl 2.834 1.164 1.273
Cl 2.339 0.890 -1.620
Cl 3.223 -1.437 -0.138
H -0.324 1.357 0.696
H 0.434 -1.505 -0.567
*
```

Listed below, in e, are the natural (NBO) charges computed for each atom: -0.427, -1.001, 0.978, -0.057, -0.004, 0.060, 0.527, -0.075

Question: What is the formula in the first record?
Answer: C37H31F4N10S2Sn